Formula: C11H12Br2ClN3O3
Source: the Open Molecules 2025 dataset
Level of theory: ωB97M-V/def2-TZVPD

Its total charge is 0. The calculation puts the electronic energy at -174807.68779 eV. Its lowest unoccupied orbital energy is -2.810 eV. The gap between HOMO and LUMO comes out at 0.0958 Eh. As for the highest occupied orbital energy: -5.42 eV.

CARTESIAN COORDINATES (ANGSTROEM)
C1 0.5427 3.6347 3.1506
C2 0.8116 3.7338 1.9569
C3 0.8145 3.6955 0.3750
N1 0.9527 2.2394 0.0020
N2 2.1895 1.8415 -0.2623
C4 2.3499 0.5338 -0.5767
Cl1 4.0489 0.0082 -0.9249
C5 1.2052 -0.5078 -0.6921
C6 1.4119 -2.0195 -1.0477
Br1 2.7001 -2.9145 0.2032
C7 1.7240 -2.3293 -2.5829
C8 0.5438 -3.1821 -3.2956
Br2 2.0262 -0.7386 -3.7190
C9 -0.1750 0.0499 -0.3909
C10 -0.2434 1.5306 -0.0256
O1 -1.4980 2.0367 0.2904
N3 -2.1051 1.1410 1.2508
O2 -1.4916 1.1234 2.2501
H1 0.6381 3.2767 4.2137
H2 -0.1572 4.1149 -0.0316
H3 1.7130 4.2920 0.0184
H4 0.4187 -2.5313 -0.8204
H5 2.6572 -2.9627 -2.6164
H6 -0.2736 -3.4819 -2.5777
H7 1.0114 -4.1005 -3.7568
H8 0.0694 -2.5021 -4.0764
H9 -1.0815 -0.6137 -0.4127
C11 -4.1816 -1.1079 2.8129
O3 -4.7934 -2.2373 2.5029
H10 -3.6719 -1.0599 3.8010
H11 -3.3533 -0.7777 2.1337
H12 -4.8032 -0.1853 2.8482

Löwdin atomic charge list, values in e, 5 entries:
1 C 0.093
2 C -0.083
3 C -0.073
4 N -0.079
5 N 0.106



Formula: C3H5N3O
Source: the Open Molecules 2025 dataset
Level of theory: ωB97M-V/def2-TZVPD

Its total charge is 0. The calculation puts the electronic energy at -9705.63837 eV. Its lowest unoccupied orbital energy is -0.176 eV. The gap between HOMO and LUMO comes out at 0.2901 Eh. As for the highest occupied orbital energy: -8.07 eV. For the relative energy (zero: lowest compared OMol25 entry of this formula, charge and spin), the calculation gives 477.2 kJ/mol.

CARTESIAN COORDINATES (ANGSTROEM)
N1 -0.1800 -1.6440 0.3529
C1 -0.4412 -0.3528 -0.2623
C2 -1.5824 -0.2597 -1.0247
O1 -1.6187 1.0576 -1.3298
N2 -0.5506 1.7918 -0.7721
C3 0.1504 0.9163 -0.1043
N3 1.2575 1.2566 0.6910
H1 0.6600 -2.1324 0.0246
H2 -0.1561 -1.6099 1.3758
H3 -1.0400 -2.1221 0.0121
H4 2.1144 0.8375 0.3507
H5 1.3867 2.2612 0.6859

Löwdin atomic charge list, values in e, 5 entries:
1 N 0.186
2 C -0.327
3 C -0.097
4 O -0.144
5 N 0.085



Formula: C27H29FN2O3SbSe5W
Source: the Open Molecules 2025 dataset
Level of theory: ωB97M-V/def2-TZVPD

Its total charge is -1. The calculation puts the electronic energy at -375410.05585 eV. Its lowest unoccupied orbital energy (alpha / beta) is 1.031 / 0.451 eV. The gap between HOMO and LUMO (alpha / beta) comes out at 0.2126 / 0.2000 Eh. As for the highest occupied orbital energy (alpha / beta): -4.75 / -4.99 eV. For the relative energy (zero: lowest compared OMol25 entry of this formula, charge and spin), the calculation gives 236.1 kJ/mol. Its spin multiplicity is 3.

CARTESIAN COORDINATES (ANGSTROEM)
W1 -0.2500 0.3542 1.1120
C1 -3.0888 -0.6417 5.2100
C2 -3.1395 -1.0301 3.7521
C3 -2.7405 -2.2912 3.3047
C4 -2.1728 -3.3385 4.2286
C5 -2.8164 -2.6025 1.9379
C6 -2.3034 -3.9462 1.4786
C7 -3.3290 -1.6770 1.0322
C8 -3.5591 -2.0460 -0.4149
C9 -3.6641 -0.3837 1.4679
C10 -4.1892 0.6128 0.4614
C11 -3.5555 -0.0601 2.8254
C12 -3.8809 1.3293 3.3217
H1 -3.9970 -0.1119 5.5027
H2 -2.2483 0.0349 5.3949
H3 -2.9733 -1.4919 5.8736
H4 -1.1094 -3.4818 4.0203
H5 -2.6652 -4.3027 4.0824
H6 -2.2461 -3.0782 5.2773
H7 -2.9978 -4.7541 1.7312
H8 -1.3530 -4.1696 1.9612
H9 -2.1201 -3.9720 0.4088
H10 -2.7563 -1.6722 -1.0547
H11 -4.4941 -1.6157 -0.7752
H12 -3.6326 -3.1224 -0.5458
H13 -5.2839 0.5899 0.4275
H14 -3.8109 0.4089 -0.5385
H15 -3.8915 1.6318 0.6950
H16 -3.2265 1.6111 4.1450
H17 -4.9143 1.3975 3.6774
H18 -3.7492 2.0811 2.5492
Se1 0.9169 -2.5161 6.7055
Sb1 0.9959 -0.2038 6.1828
Se2 0.2034 0.2365 3.4401
Se3 -1.0492 2.4727 0.7779
Se4 2.9104 1.1908 6.3741
C13 2.3727 1.2133 -6.0183
C14 2.4663 2.3530 -5.0126
C15 3.7747 3.1256 -5.0833
C16 4.9362 2.2701 -4.5986
C17 4.6604 1.7736 -3.2074
C18 5.6735 1.4996 -2.3222
C19 5.3937 1.0065 -1.0453
F1 6.4390 0.7477 -0.2435
C20 4.1203 0.7918 -0.6137
C21 3.0641 1.0857 -1.4984
C22 1.7032 0.8792 -1.0699
O1 1.4997 0.5378 0.1472
C23 0.6775 1.0814 -2.0204
C24 1.0096 1.5716 -3.2483
N1 2.2625 1.8370 -3.6407
C25 3.3275 1.5696 -2.7886
C26 -0.7507 0.6276 -1.7875
O2 -1.6067 0.9531 -2.5854
O3 -0.8929 -0.1993 -0.7985
H19 2.4572 1.6076 -7.0320
H20 1.4163 0.6985 -5.9292
H21 3.1616 0.4774 -5.8625
H22 1.6443 3.0504 -5.1820
H23 3.6958 4.0226 -4.4648
H24 3.9302 3.4489 -6.1137
H25 5.8706 2.8313 -4.6183
H26 5.0725 1.4164 -5.2688
H27 6.7073 1.6529 -2.6067
H28 3.9077 0.3907 0.3675
H29 0.2128 1.7523 -3.9603
Se5 2.6743 -3.2220 0.2827
C27 1.1469 -2.4225 0.7530
N2 0.1528 -1.8714 1.0404

Löwdin atomic charge list, values in e, 5 entries:
1 W 0.826
2 C -0.058
3 C -0.217
4 C -0.189
5 C -0.050



Formula: C24H29GeO3Pd
Source: the Open Molecules 2025 dataset
Level of theory: ωB97M-V/def2-TZVPD

Its total charge is +2. The calculation puts the electronic energy at -91479.35914 eV. Its lowest unoccupied orbital energy (alpha / beta) is -7.988 / -7.892 eV. The gap between HOMO and LUMO (alpha / beta) comes out at 0.2559 / 0.2595 Eh. As for the highest occupied orbital energy (alpha / beta): -14.95 / -14.95 eV. Its spin multiplicity is 2.

CARTESIAN COORDINATES (ANGSTROEM)
Pd1 -0.3682 -0.4297 -0.9144
C1 -1.6535 -3.2775 -0.2689
O1 -0.7338 -2.6483 -1.1807
C2 -1.0429 -2.9015 -2.5573
C3 -0.0176 -2.1692 -3.3773
O2 0.0113 -0.7506 -3.0997
C4 -0.7850 0.1198 -3.9319
C5 -2.0343 0.5690 -3.2194
O3 -1.6946 1.1531 -1.9522
C6 -1.3162 2.5456 -2.0342
H1 -1.7334 -4.3380 -0.5064
H2 -1.2477 -3.1598 0.7302
H3 -2.6373 -2.8084 -0.3352
H4 -0.9664 -3.9729 -2.7572
H5 -2.0670 -2.5814 -2.7740
H6 0.9771 -2.5334 -3.1242
H7 -0.1877 -2.3348 -4.4411
H8 -0.1484 0.9724 -4.1640
H9 -1.0315 -0.3812 -4.8689
H10 -2.5819 1.2896 -3.8301
H11 -2.6950 -0.2698 -3.0002
H12 -2.2015 3.1461 -2.2411
H13 -0.8969 2.8262 -1.0706
H14 -0.5719 2.7077 -2.8136
C7 -3.3640 -1.0475 2.5670
C8 -3.3496 -0.0502 1.6038
C9 -2.1364 0.3728 1.0762
C10 -0.9295 -0.2058 1.5346
C11 -0.9653 -1.2492 2.4829
C12 -2.1773 -1.6369 3.0118
Ge1 0.7764 0.4434 0.9824
C13 1.0617 2.3067 0.9797
C14 0.1794 3.1609 1.6563
C15 0.4074 4.5269 1.6393
C16 1.4902 5.0434 0.9359
C17 2.3576 4.2029 0.2482
C18 2.1465 2.8337 0.2633
C19 2.2262 -0.6000 1.5814
C20 2.2729 -1.9743 1.2913
C21 3.3448 -2.7370 1.7210
C22 4.3760 -2.1305 2.4305
C23 4.3416 -0.7698 2.7120
C24 3.2771 0.0042 2.2818
H15 -4.3085 -1.3808 2.9774
H16 -4.2739 0.4087 1.2789
H17 -2.1293 1.1756 0.3534
H18 -0.0489 -1.7156 2.8210
H19 -2.2086 -2.4006 3.7779
H20 -0.6599 2.7628 2.2143
H21 -0.2563 5.1901 2.1777
H22 1.6623 6.1116 0.9287
H23 3.1995 4.6142 -0.2920
H24 2.8309 2.1801 -0.2657
H25 1.4733 -2.4461 0.7279
H26 3.3833 -3.7958 1.5031
H27 5.2162 -2.7243 2.7650
H28 5.1517 -0.3108 3.2622
H29 3.2569 1.0643 2.5030

Löwdin atomic charge list, values in e, 5 entries:
1 Pd 0.884
2 C -0.039
3 O -0.291
4 C -0.166
5 C -0.128